P) Molecular formula: C3H9N2O2
Method: DFT, the ωB97M-V functional and the def2-TZVPD basis

The HOMO energy comes out at -14.25 eV. As for the charge: +1. As for the SMILES: C[C@@H](OO)C(N)=[NH2+].

Last column: natural (NBO) charge in e.
Atoms and positions in Å:
1 C 0.590 0.098 -0.311  0.083
2 C -0.889 -0.539 -0.031  0.582
3 C 0.564 1.439 0.440  -0.644
4 N -1.853 0.135 -0.641  -0.729
5 N -1.199 -1.696 0.497  -0.687
6 O 1.610 -0.748 0.135  -0.295
7 O 2.891 -0.173 -0.357  -0.409
8 H 0.495 0.140 -1.383  0.212
9 H 1.138 2.328 -0.041  0.255
10 H 0.972 1.357 1.378  0.243
11 H -0.388 1.803 0.338  0.210
12 H -2.713 -0.424 -0.704  0.405
13 H -1.831 0.838 -1.326  0.442
14 H 3.483 -0.428 0.357  0.485
15 H -2.187 -1.924 0.523  0.408
16 H -0.683 -2.206 1.128  0.439



Q) Molecular formula: C3H9N2O2
Method: DFT, the ωB97M-V functional and the def2-TZVPD basis

The HOMO energy comes out at -15.14 eV. As for the charge: +1.

Last column: natural (NBO) charge in e.
Atoms and positions in Å:
1 C 1.924 -0.091 0.730  0.554
2 C 0.145 0.940 -0.718  0.422
3 C -2.301 1.041 -0.167  -0.423
4 N 1.342 0.570 -0.335  -0.587
5 N -0.862 0.801 0.105  -0.484
6 O 3.048 -0.513 0.741  -0.472
7 O 0.663 -2.204 0.103  -0.977
8 H 1.228 -0.190 1.565  0.137
9 H 0.112 1.531 -1.639  0.251
10 H -2.737 0.002 -0.155  0.227
11 H -2.704 1.499 0.693  0.235
12 H -2.610 1.531 -1.101  0.247
13 H 1.786 0.383 -1.218  0.429
14 H -0.894 0.086 0.895  0.450
15 H 1.618 -2.385 0.101  0.495
16 H 0.242 -3.001 0.400  0.498



R) Molecular formula: C3H9N2O2
Method: DFT, the ωB97M-V functional and the def2-TZVPD basis

The HOMO energy comes out at -14.60 eV. As for the charge: +1. As for the SMILES: C[C@H]1OO[C@@]1(N)[NH3+].

Last column: natural (NBO) charge in e.
Atoms and positions in Å:
1 C -0.663 -0.506 0.730  0.066
2 C 0.691 -0.006 0.201  0.554
3 C -2.022 -0.100 0.232  -0.646
4 N 1.499 0.897 0.823  -0.874
5 N 0.718 0.222 -1.474  -0.768
6 O -0.158 -1.878 0.251  -0.224
7 O 1.199 -1.331 0.155  -0.261
8 H -0.505 -0.556 1.763  0.223
9 H -2.413 0.759 0.812  0.258
10 H -2.704 -0.969 0.080  0.281
11 H -1.780 0.317 -0.727  0.193
12 H 2.464 0.673 0.956  0.424
13 H 1.269 1.686 1.518  0.451
14 H 0.826 -0.714 -1.836  0.453
15 H 1.606 0.719 -1.607  0.437
16 H -0.027 0.786 -1.874  0.433



The most stable arrangement is Q), and the next structure is 55.9 kcal/mol less stable.



P) Molecular formula: C3H11NOS2
Method: DFT, the ωB97M-V functional and the def2-TZVPD basis

The HOMO energy comes out at -8.29 eV. As for the SMILES: CNCCSS.O.

Last column: natural (NBO) charge in e.
Atoms and positions in Å:
1 S 2.164 1.470 1.135  -0.195
2 S 0.786 0.527 2.425  0.133
3 C -0.729 0.991 1.595  -0.551
4 C -0.855 0.557 0.130  -0.230
5 N -0.541 -0.851 -0.098  -0.648
6 C -1.519 -1.590 -0.888  -0.405
7 H 3.126 0.695 1.629  0.149
8 H -1.545 0.532 2.156  0.236
9 H -0.859 2.058 1.631  0.213
10 H -0.245 1.189 -0.509  0.177
11 H -1.870 0.777 -0.188  0.194
12 H 0.380 -0.922 -0.507  0.384
13 H -2.528 -1.305 -0.584  0.185
14 H -1.423 -2.665 -0.717  0.197
15 H -1.447 -1.448 -1.965  0.170
16 H 2.902 -0.173 -2.305  0.474
17 H 2.072 0.472 -1.191  0.479
18 O 2.129 -0.315 -1.750  -0.961



Q) Molecular formula: C3H11NOS2
Method: DFT, the ωB97M-V functional and the def2-TZVPD basis

The HOMO energy comes out at -8.69 eV. As for the SMILES: CSSCCN.O.

Last column: natural (NBO) charge in e.
Atoms and positions in Å:
1 N 0.236 2.546 -0.628  -0.859
2 C -0.839 1.910 0.079  -0.235
3 C -0.435 1.143 1.319  -0.541
4 S 0.788 -0.168 1.052  0.092
5 S -0.179 -1.436 -0.246  0.054
6 C -0.995 -2.572 0.879  -0.750
7 H 1.006 2.872 -0.072  0.351
8 H 0.592 2.012 -1.408  0.395
9 H -1.542 2.679 0.384  0.183
10 H -1.332 1.228 -0.613  0.207
11 H 0.097 1.809 1.995  0.216
12 H -1.282 0.720 1.856  0.215
13 H -1.519 -2.031 1.650  0.221
14 H -1.689 -3.189 0.328  0.227
15 H -0.300 -3.248 1.363  0.219
16 H 1.094 0.598 -3.790  0.485
17 H 0.917 -0.412 -2.526  0.492
18 O 0.822 0.484 -2.880  -0.972



The most stable arrangement is Q), and the next structure is 13.7 kcal/mol less stable.



P) Molecular formula: C3H11NOS2
Method: DFT, the ωB97M-V functional and the def2-TZVPD basis

The HOMO energy comes out at -8.19 eV. As for the SMILES: C[C@H](N)CSS.O.

Last column: natural (NBO) charge in e.
Atoms and positions in Å:
1 N -1.621 0.910 0.523  -0.813
2 C -0.370 1.596 0.194  -0.076
3 C -0.207 2.985 0.802  -0.645
4 C 0.904 0.778 0.512  -0.505
5 S 1.033 -0.987 -0.049  0.063
6 S -0.411 -2.034 0.996  -0.115
7 H -2.390 1.382 0.081  0.357
8 H -1.791 1.090 1.509  0.342
9 H -0.345 1.661 -0.897  0.192
10 H -0.795 3.246 1.684  0.214
11 H -0.510 3.762 0.092  0.220
12 H 0.826 3.239 1.055  0.214
13 H 1.205 0.841 1.553  0.207
14 H 1.685 1.174 -0.130  0.232
15 H -0.175 -1.419 2.152  0.114
16 H 0.388 -1.204 -3.342  0.466
17 H -0.480 -0.254 -2.635  0.467
18 O 0.074 -0.320 -3.402  -0.935



Q) Molecular formula: C3H11NOS2
Method: DFT, the ωB97M-V functional and the def2-TZVPD basis

The HOMO energy comes out at -8.88 eV. As for the SMILES: C[C@H](N)CSS.O.

Last column: natural (NBO) charge in e.
Atoms and positions in Å:
1 N -1.732 1.517 1.381  -0.857
2 C -0.691 1.269 0.392  -0.077
3 C -0.375 2.619 -0.324  -0.616
4 C 0.564 0.672 1.037  -0.554
5 S 1.436 -0.605 0.093  0.081
6 S 0.020 -2.160 0.307  -0.184
7 H -2.701 1.303 1.163  0.373
8 H -1.794 2.467 1.718  0.355
9 H -1.042 0.511 -0.309  0.197
10 H 0.287 3.171 0.362  0.207
11 H -1.295 3.128 -0.608  0.217
12 H 0.125 2.366 -1.246  0.206
13 H 0.439 0.394 2.115  0.249
14 H 1.427 1.359 1.166  0.219
15 H -0.452 -2.135 -1.004  0.176
16 H -0.138 -0.085 -1.993  0.473
17 H 0.215 -1.092 -3.059  0.473
18 O -0.556 -0.707 -2.610  -0.939



The most stable arrangement is Q), and the next structure is 3.2 kcal/mol less stable.



P) Molecular formula: C5H14N2O
Method: DFT, the ωB97M-V functional and the def2-TZVPD basis

The HOMO energy comes out at -8.62 eV. As for the SMILES: [H]/N=C(\C)NC.CCO.

Last column: natural (NBO) charge in e.
Atoms and positions in Å:
1 C -1.282 0.422 1.464  -0.054
2 C -0.340 1.210 2.357  -0.656
3 O -1.044 -0.959 1.327  -0.745
4 H -0.210 -1.300 1.677  0.479
5 H -2.300 0.492 1.885  0.172
6 H -1.293 0.710 0.245  0.150
7 H 0.384 0.578 2.873  0.215
8 H -0.884 1.776 3.113  0.218
9 H 0.220 1.934 1.764  0.211
10 C -0.667 -1.855 -1.778  -0.416
11 C 1.305 1.266 -1.014  -0.689
12 N -0.338 -0.494 -1.390  -0.619
13 C 0.965 -0.202 -0.941  0.463
14 N 1.754 -1.165 -0.664  -0.754
15 H -0.943 0.256 -1.695  0.390
16 H 2.713 -0.866 -0.517  0.343
17 H -1.410 -1.866 -2.574  0.194
18 H 0.236 -2.364 -2.106  0.218
19 H -1.018 -2.444 -0.928  0.205
20 H 1.483 1.545 -2.054  0.232
21 H 0.473 1.847 -0.620  0.219
22 H 2.195 1.480 -0.425  0.223



Q) Molecular formula: C5H14N2O
Method: DFT, the ωB97M-V functional and the def2-TZVPD basis

The HOMO energy comes out at -6.68 eV. As for the SMILES: CCC/C(N)=C/N.O.

Last column: natural (NBO) charge in e.
Atoms and positions in Å:
1 C -2.281 0.457 0.268  -0.630
2 C -1.449 1.730 0.086  -0.393
3 C -0.175 1.622 0.946  -0.406
4 C 0.738 0.519 0.549  0.054
5 C 1.238 0.348 -0.676  -0.055
6 N 2.100 -0.678 -1.059  -0.837
7 N 0.930 -0.504 1.522  -0.851
8 H -3.384 0.546 0.280  0.206
9 H -2.209 0.003 1.266  0.197
10 H -2.099 -0.322 -0.471  0.216
11 H -2.007 2.560 0.533  0.203
12 H -1.088 1.801 -0.937  0.209
13 H 0.287 2.625 0.872  0.208
14 H -0.471 1.484 1.985  0.190
15 H 1.008 0.979 -1.527  0.188
16 H 2.565 -1.305 -0.426  0.383
17 H 2.499 -0.578 -1.956  0.378
18 H 0.801 -1.448 1.201  0.367
19 H 0.530 -0.242 2.407  0.373
20 H -0.361 -2.945 -0.609  0.459
21 H -1.431 -2.747 -1.600  0.461
22 O -0.501 -2.529 -1.471  -0.919



The most stable arrangement is Q), and the next structure is 3.3 kcal/mol less stable.